{"formula": "C25H72AsF6O11", "method": "wB97M-V/def2-TZVPD", "symbols": ["As", "F", "F", "F", "F", "F", "F", "C", "C", "C", "O", "H", "H", "H", "H", "H", "H", "H", "H", "C", "C", "C", "O", "H", "H", "H", "H", "H", "H", "H", "H", "C", "C", "C", "O", "H", "H", "H", "H", "H", "H", "H", "H", "C", "C", "C", "O", "H", "H", "H", "H", "H", "H", "H", "H", "C", "C", "C", "O", "H", "H", "H", "H", "H", "H", "H", "H", "C", "C", "C", "O", "H", "H", "H", "H", "H", "H", "H", "H", "C", "C", "C", "O", "H", "H", "H", "H", "H", "H", "H", "H", "C", "O", "H", "H", "H", "H", "C", "O", "H", "H", "H", "H", "C", "O", "H", "H", "H", "H", "C", "O", "H", "H", "H", "H"], "xyz": [[-0.16982, 0.52002, -0.16485], [0.05576, 2.21827, 0.02253], [-1.45988, 0.82377, -1.25008], [-0.38483, -1.19261, -0.27786], [1.11133, 0.22262, 0.94817], [-1.27767, 0.44931, 1.13808], [0.96978, 0.49296, -1.45022], [1.35162, 2.17141, 3.78407], [0.16017, 2.68477, 4.54158], [-0.98101, 2.99882, 3.55548], [-0.27959, 1.61072, 5.37914], [2.10915, 1.76989, 4.46549], [1.81620, 2.94421, 3.16995], [1.10602, 1.32384, 3.14391], [0.42492, 3.60900, 5.06900], [-0.74816, 3.81267, 2.86440], [-1.92892, 3.17086, 4.06998], [-1.13192, 2.11182, 2.93467], [-0.84532, 1.94699, 6.07936], [-4.70937, -3.01821, 0.79323], [-3.99157, -2.13348, -0.18879], [-2.92489, -2.92703, -0.95510], [-4.95857, -1.61986, -1.10739], [-5.63286, -2.56481, 1.16813], [-4.10041, -3.19351, 1.68338], [-4.99896, -3.96242, 0.32583], [-3.51718, -1.30616, 0.35763], [-3.41230, -3.64216, -1.61719], [-2.30285, -3.49059, -0.25153], [-2.28958, -2.25465, -1.53299], [-4.47711, -1.02613, -1.71038], [-1.94426, -2.42013, 2.88400], [-1.97093, -1.34998, 3.97317], [-3.38316, -0.85461, 4.16002], [-1.47490, -1.93961, 5.19304], [-0.96596, -2.89160, 2.79516], [-2.13439, -2.05100, 1.86551], [-2.73200, -3.17171, 3.02303], [-1.29122, -0.54668, 3.70077], [-3.83681, -0.60787, 3.19471], [-3.46397, 0.05500, 4.76103], [-4.01584, -1.62468, 4.61522], [-2.19244, -2.43621, 5.59664], [-0.76176, 0.12054, -6.19206], [-0.47108, -0.10202, -4.74662], [-0.88131, -1.48939, -4.29699], [0.94998, -0.00534, -4.52158], [-0.45957, -0.73482, -6.79560], [-0.20572, 0.99396, -6.54754], [-1.81165, 0.36980, -6.34983], [-0.87540, 0.71519, -4.13518], [-1.96086, -1.66520, -4.27725], [-0.54409, -1.73753, -3.28679], [-0.41130, -2.23674, -4.94245], [1.13349, -0.15422, -3.58851], [3.43194, 2.90397, -2.02637], [4.47160, 3.71387, -1.29680], [5.06408, 3.01453, -0.09664], [5.56442, 4.09924, -2.16737], [3.05058, 3.37843, -2.93520], [2.58795, 2.69492, -1.36199], [3.77789, 1.92713, -2.37971], [4.01537, 4.66619, -0.98817], [5.22701, 1.95210, -0.26557], [4.32162, 3.08504, 0.70405], [5.98403, 3.49401, 0.22396], [5.20933, 4.59338, -2.91141], [2.52100, -3.54063, 4.11779], [2.52651, -2.76789, 2.80831], [1.96687, -3.60295, 1.65589], [1.70906, -1.61465, 3.02493], [1.50731, -3.80774, 4.41945], [2.96377, -2.92399, 4.90435], [3.10926, -4.45812, 4.03755], [3.55090, -2.41807, 2.62247], [1.25262, -4.34139, 2.01936], [2.76422, -4.15792, 1.15002], [1.48196, -2.95665, 0.92689], [1.64229, -1.13623, 2.18968], [-5.17996, 0.92999, -4.32559], [-4.09314, 1.35443, -3.36617], [-4.58333, 2.35868, -2.33538], [-3.59032, 0.18852, -2.71597], [-6.03706, 0.47567, -3.82723], [-4.77677, 0.21962, -5.05377], [-5.53818, 1.78031, -4.91190], [-3.29656, 1.85344, -3.93726], [-4.94678, 3.27636, -2.79947], [-3.80427, 2.58434, -1.60508], [-5.40388, 1.93471, -1.74396], [-2.82360, 0.46442, -2.19340], [4.23655, -0.87051, -1.32980], [4.85773, -1.50923, -0.18686], [3.46715, -0.17457, -1.00613], [5.02150, -0.31856, -1.85462], [3.77676, -1.59501, -2.00376], [5.23606, -2.32042, -0.53498], [-0.01694, 5.11350, -1.59432], [-1.07130, 4.49865, -0.85725], [0.84743, 4.44627, -1.66526], [-0.37469, 5.36329, -2.59217], [0.33391, 6.00979, -1.06954], [-0.72007, 3.68482, -0.46742], [4.45275, 0.55435, 2.70296], [5.57701, 0.33728, 1.85222], [3.51445, 0.45174, 2.15189], [4.44009, -0.12565, 3.56143], [4.51659, 1.57502, 3.08633], [5.30355, -0.30018, 1.17676], [0.94031, -3.58942, -1.87815], [-0.24692, -3.75677, -1.14367], [1.70807, -4.32788, -1.62246], [0.72853, -3.62554, -2.95047], [1.41617, -2.62306, -1.65900], [-0.44943, -2.90040, -0.74558]], "relative_energy_kj_mol": 0.0, "total_energy_ha": -4658.5006, "gap_ev": 9.502, "total_charge": -1, "multiplicity": 1}

---

{"formula": "CH4Se", "method": "wB97M-V/def2-TZVPD", "symbols": ["C", "Se", "H", "H", "H", "H"], "xyz": [[0.56981, -0.39369, -0.05199], [-2.24605, -0.07436, 0.00681], [0.86812, 0.60807, -0.35501], [0.35030, -0.46412, 1.02602], [0.82898, -1.33546, -0.55124], [-1.83506, 1.02398, 0.76873]], "relative_energy_kj_mol": 211.3, "total_energy_ha": -2441.8161, "gap_ev": 7.245, "total_charge": 0, "multiplicity": 1}

---

{"formula": "C2H6FNO", "method": "wB97M-V/def2-TZVPD", "symbols": ["C", "C", "O", "F", "H", "H", "H", "N", "H", "H", "H"], "xyz": [[-1.06412, -1.86378, 0.21533], [-0.63591, -0.73440, -0.64961], [0.32777, -0.65136, -1.34941], [-1.50018, 0.28680, -0.54452], [-0.28560, -2.40023, 0.54471], [-1.59569, -1.39188, 1.14356], [-1.74421, -2.45606, -0.33918], [1.51672, 2.46211, 0.02257], [2.45964, 2.20821, -0.17096], [1.56208, 2.92234, 1.00768], [0.95951, 1.61825, 0.11983]], "relative_energy_kj_mol": 9.5, "total_energy_ha": -309.6622, "gap_ev": 10.708, "total_charge": 0, "multiplicity": 1, "smiles": "CC(=O)F.N"}

---

{"formula": "C8H32B4CaO2", "method": "wB97M-V/def2-TZVPD", "symbols": ["Ca", "B", "H", "H", "H", "H", "B", "H", "H", "H", "H", "B", "H", "H", "H", "H", "B", "H", "H", "H", "H", "C", "C", "C", "O", "C", "H", "H", "H", "H", "H", "H", "H", "H", "C", "C", "C", "O", "C", "H", "H", "H", "H", "H", "H", "H", "H"], "xyz": [[-0.34887, 0.53785, 0.40864], [-1.28745, -1.65804, 1.03160], [-0.66303, -1.62519, 1.91095], [-1.91477, -0.78030, 1.04869], [-0.67230, -1.72357, 0.14755], [-1.93288, -2.51041, 1.17695], [1.26764, 1.54961, -1.24755], [1.63683, 0.57334, -0.97401], [0.96119, 2.10641, -0.37560], [1.85590, 2.22572, -1.84844], [0.42253, 1.32916, -1.88114], [-1.70341, 2.54474, -0.68339], [-1.26157, 2.45269, -1.66347], [-0.88257, 2.83499, -0.04604], [-2.35720, 3.40242, -0.64911], [-2.15151, 1.61569, -0.36668], [-0.47451, 2.06981, 2.35782], [-0.14751, 1.49572, 3.21089], [0.36328, 2.10785, 1.67892], [-1.26491, 1.53694, 1.85230], [-0.72835, 3.05316, 2.72228], [3.48274, -1.09280, 2.82433], [4.08833, -0.03445, 1.94200], [2.76649, 0.82072, 1.66059], [1.70582, -0.17209, 1.43939], [2.16043, -1.34716, 2.12917], [3.39306, -0.65721, 3.81948], [3.97408, -2.05899, 2.93909], [4.64069, -0.49641, 1.12372], [4.74524, 0.63421, 2.49829], [2.91330, 1.46277, 0.79208], [2.47543, 1.51103, 2.45234], [2.24798, -2.16891, 1.41843], [1.44520, -1.58723, 2.91588], [-1.91009, -2.34061, -3.12319], [-3.28089, -1.72001, -2.77171], [-2.90770, -0.40844, -2.22564], [-1.52012, -0.49582, -1.86924], [-0.86370, -1.25662, -2.85595], [-1.88134, -2.71383, -4.14690], [-1.64651, -3.21220, -2.52405], [-3.69858, -2.21330, -1.89404], [-3.94888, -1.74115, -3.63277], [-3.49510, 0.02315, -1.41520], [-2.94975, 0.29114, -3.06046], [0.12975, -1.51091, -2.48651], [-0.78246, -0.65334, -3.76014]], "relative_energy_kj_mol": 520.5, "total_energy_ha": -1251.1762, "gap_ev": 6.491, "total_charge": -2, "multiplicity": 1}

---

{"formula": "C8H15FS", "method": "wB97M-V/def2-TZVPD", "symbols": ["C", "C", "S", "F", "C", "C", "C", "C", "C", "C", "H", "H", "H", "H", "H", "H", "H", "H", "H", "H", "H", "H", "H", "H", "H"], "xyz": [[-2.11784, -1.58341, 0.95820], [-1.82059, -0.34866, 0.57926], [-3.19656, 0.66008, -0.10954], [-4.00425, -0.43644, -1.00589], [-0.42900, 0.29502, 0.59738], [0.55089, -0.63729, 1.45342], [-0.56751, 1.68546, 1.18319], [0.05635, 0.57374, -0.90640], [1.63748, 0.72283, -1.03773], [-0.44205, -0.48903, -1.90708], [-3.02802, -1.98160, 0.74568], [-1.32619, -2.28168, 1.25168], [1.55681, -0.21159, 1.60929], [0.62417, -1.55851, 0.81632], [0.21633, -0.86636, 2.46745], [0.44436, 2.33460, 1.05713], [-0.85642, 1.68174, 2.24576], [-1.42318, 2.21423, 0.75270], [-0.45894, 1.46823, -1.13675], [2.10559, -0.29350, -1.43971], [1.92243, 1.33362, -1.95441], [2.08027, 0.98189, -0.13959], [-0.26000, -1.55516, -1.59919], [-0.13566, -0.17086, -2.96772], [-1.55322, -0.48244, -1.96338]], "relative_energy_kj_mol": 0.0, "total_energy_ha": -811.7816, "gap_ev": 9.283, "total_charge": 0, "multiplicity": 1, "smiles": "C=C(SF)C(C)(C)C(C)C"}

---

{"formula": "C34H56N2O21", "method": "wB97M-V/def2-TZVPD", "symbols": ["C", "C", "C", "O", "C", "O", "O", "H", "H", "H", "H", "H", "H", "C", "C", "C", "O", "C", "O", "O", "H", "H", "H", "H", "H", "H", "C", "C", "C", "O", "C", "O", "O", "H", "H", "H", "H", "H", "H", "C", "C", "C", "O", "C", "O", "O", "H", "H", "H", "H", "H", "H", "C", "C", "C", "O", "C", "O", "O", "H", "H", "H", "H", "H", "H", "C", "O", "C", "O", "O", "C", "H", "H", "H", "H", "H", "H", "C", "O", "C", "O", "O", "C", "H", "H", "H", "H", "H", "H", "C", "C", "C", "C", "N", "H", "H", "H", "H", "H", "H", "H", "C", "C", "C", "C", "N", "H", "H", "H", "H", "H", "H", "H"], "xyz": [[3.10331, 19.44610, -5.99381], [1.75619, 19.63114, -6.70985], [0.85574, 18.33833, -6.65490], [-0.10076, 18.63414, -5.60544], [0.15124, 19.84586, -5.16667], [-0.36947, 20.32159, -4.19223], [1.03026, 20.50343, -5.88844], [3.58780, 20.42061, -5.87131], [3.78339, 18.77076, -6.50708], [2.96804, 19.18080, -4.94356], [1.84663, 19.98453, -7.71780], [1.44478, 17.44986, -6.51336], [0.35910, 18.11849, -7.61988], [-8.96272, 19.31161, -3.96327], [-9.46488, 18.20407, -4.89722], [-8.34375, 17.23350, -5.32563], [-8.76177, 16.01424, -4.68157], [-9.96755, 16.14020, -4.15155], [-10.61012, 15.18799, -3.72887], [-10.34977, 17.39359, -4.15797], [-8.44700, 20.06511, -4.58576], [-8.25889, 18.92329, -3.25310], [-9.80922, 19.72975, -3.43472], [-9.98511, 18.67589, -5.72535], [-7.40349, 17.60005, -4.94515], [-8.26725, 17.01069, -6.38501], [-6.18027, 16.85535, -8.96540], [-6.75529, 18.21730, -9.26940], [-8.20605, 18.35798, -8.84776], [-8.14646, 19.09740, -7.64916], [-6.93815, 19.55795, -7.49949], [-6.56554, 20.40882, -6.67598], [-6.09729, 19.03964, -8.44143], [-5.16213, 16.71838, -9.37877], [-6.81038, 15.94246, -9.18640], [-6.03748, 16.79565, -7.88467], [-6.59010, 18.56626, -10.23749], [-8.63880, 17.41893, -8.64801], [-8.85939, 18.89385, -9.53909], [2.47508, 21.22172, -2.54777], [2.20323, 20.32357, -1.28882], [3.36553, 20.01674, -0.37339], [3.14292, 20.87289, 0.70895], [1.86171, 21.22792, 0.74745], [1.35168, 21.82296, 1.72765], [1.31689, 20.94009, -0.47365], [3.02292, 20.60710, -3.33262], [2.98810, 22.14439, -2.27774], [1.54034, 21.45977, -3.04569], [1.73427, 19.41897, -1.53141], [4.30152, 20.40143, -0.78893], [3.42015, 18.96390, -0.09887], [-1.08922, 18.04891, -1.44695], [-2.27433, 18.25267, -0.52663], [-3.58543, 17.45319, -0.87733], [-3.60352, 16.40380, 0.08695], [-2.65337, 16.59066, 0.94265], [-2.42390, 15.85911, 1.93241], [-1.90126, 17.59744, 0.63197], [-1.32593, 18.46954, -2.45309], [-0.74016, 17.01870, -1.56386], [-0.24621, 18.64984, -1.06928], [-2.52442, 19.28686, -0.32819], [-3.57659, 17.13428, -1.93209], [-4.48428, 18.06024, -0.65280], [-5.58000, 20.51406, -3.00405], [-4.33481, 20.91906, -3.29723], [-3.58951, 21.23938, -2.29652], [-3.92325, 21.00598, -0.92585], [-2.44940, 21.91149, -2.56157], [-1.36437, 22.22809, -1.74238], [-6.13941, 20.27456, -3.90098], [-6.12379, 21.30139, -2.49293], [-5.53564, 19.60373, -2.32933], [-1.58923, 23.09556, -1.06173], [-0.46813, 22.45691, -2.31562], [-1.06479, 21.35033, -1.19116], [-5.24792, 15.07200, -5.14734], [-4.57851, 16.01081, -5.92029], [-4.41660, 17.22012, -5.32979], [-4.95014, 17.50146, -4.01582], [-3.70907, 18.08821, -6.03034], [-3.42360, 19.45792, -5.62629], [-6.27609, 15.37706, -4.92061], [-4.74963, 15.07164, -4.14254], [-5.30375, 14.11615, -5.67995], [-2.95824, 19.45459, -4.65002], [-4.27591, 20.06449, -5.69398], [-2.71544, 20.02412, -6.29780], [-2.29867, 22.50917, 1.87621], [-2.05173, 21.00651, 2.16988], [-1.10470, 20.80150, 3.38841], [-1.82963, 20.85584, 4.65664], [-2.33747, 20.89927, 5.66839], [-2.78717, 23.04719, 2.69544], [-2.93393, 22.47165, 0.99186], [-1.31623, 22.95814, 1.72290], [-1.50164, 20.48922, 1.40026], [-3.01147, 20.60577, 2.39339], [-0.29681, 21.53795, 3.38500], [-0.61144, 19.78484, 3.48772], [-6.69737, 20.85028, 0.74370], [-5.86843, 19.96928, 1.74957], [-5.77185, 20.66691, 3.14404], [-7.09386, 20.65029, 3.74313], [-8.12140, 20.56389, 4.23928], [-7.70756, 20.95662, 1.14414], [-6.67114, 20.33085, -0.22367], [-6.19493, 21.82534, 0.59335], [-4.89983, 19.82249, 1.31204], [-6.32307, 18.96544, 1.87732], [-5.38571, 21.70720, 3.08846], [-5.11152, 20.01394, 3.78124]], "relative_energy_kj_mol": 154.7, "total_energy_ha": -3018.5693, "gap_ev": 9.867, "total_charge": 0, "multiplicity": 1, "smiles": "C[C@H]1COC(=O)O1.C[C@H]1COC(=O)O1.C[C@H]1COC(=O)O1.C[C@H]1COC(=O)O1.C[C@H]1COC(=O)O1.COC(=O)OC.COC(=O)OC.CCCC#N.CCCC#N"}